{
  "formula": "C2H8NO",
  "method": "ωB97M-V with the def2-TZVPD basis set",
  "elements": ["H", "H", "H", "H", "H", "H", "C", "O", "H", "C", "H", "N"],
  "positions_angstrom": [[-0.231, -1.751, 1.119], [0.039, 0.271, -2.284], [1.337, -1.040, 0.896], [0.411, 1.592, -1.108], [0.717, -1.989, -0.407], [-2.042, 1.768, 2.147], [0.377, -1.265, 0.358], [-1.407, 1.303, 1.629], [1.474, 0.290, -1.306], [0.397, 0.508, -1.268], [-0.773, 0.489, 0.445], [-0.299, -0.176, -0.223]],
  "forces_ev_per_angstrom": [[-0.240, -0.158, -0.175], [-0.164, 0.176, 0.050], [-0.194, 0.356, -0.112], [-0.525, 0.015, -0.149], [-0.444, -0.108, 0.131], [-0.699, 0.472, 0.417], [1.170, -0.506, 0.404], [0.723, -0.267, -0.216], [0.195, -0.354, 0.165], [0.717, 0.218, -0.128], [0.091, -0.509, 0.062], [-0.629, 0.664, -0.449]],
  "total_charge": -1,
  "e_above_lowest_kcal_mol": 16.31,
  "largest_force_ev_per_a": 1.34,
  "energy_ha": -210.95825,
  "e_homo_ev": -2.88,
  "homo_lumo_gap_ev": 7.36
}

---

{
  "formula": "C2H8NO",
  "method": "ωB97M-V with the def2-TZVPD basis set",
  "elements": ["H", "H", "H", "H", "H", "H", "C", "H", "O", "H", "N", "C"],
  "positions_angstrom": [[-2.139, -1.329, 0.252], [1.607, 1.391, 0.873], [0.762, 0.039, 1.461], [-0.063, 1.451, 1.191], [-0.833, -1.014, -1.527], [-0.212, 1.179, -1.052], [-0.372, -0.879, -0.541], [0.272, -1.718, -0.275], [-1.407, -0.729, 0.441], [1.317, 0.348, -1.101], [0.697, 0.858, 0.840], [0.372, 0.402, -0.562]],
  "forces_ev_per_angstrom": [[0.145, -0.020, 0.012], [0.145, 0.115, 0.085], [0.237, -0.123, 0.313], [-0.271, 0.365, 0.337], [0.235, -0.255, -0.003], [-0.015, 0.055, 0.251], [-0.945, -0.272, 0.133], [0.025, -0.086, -0.161], [-0.018, -0.057, -0.072], [0.084, -0.242, 0.022], [-0.196, -0.246, -0.654], [0.572, 0.767, -0.263]],
  "e_above_lowest_kcal_mol": 42.98,
  "largest_force_ev_per_a": 0.99,
  "energy_ha": -210.86175,
  "spin_multiplicity": 2,
  "e_homo_ev": [-3.48, -11.25],
  "homo_lumo_gap_ev": [4.27, 11.75]
}

---

{
  "formula": "C2H8NO",
  "method": "ωB97M-V with the def2-TZVPD basis set",
  "elements": ["H", "H", "H", "H", "H", "C", "N", "H", "O", "H", "C", "H"],
  "positions_angstrom": [[1.311, 1.846, -0.574], [1.993, -0.438, -0.006], [0.300, -1.222, 1.362], [-0.857, -1.087, 0.124], [-3.261, -0.557, -0.665], [0.972, -0.259, -0.345], [0.115, -1.221, 0.371], [0.979, 1.335, 1.068], [-2.649, -0.548, 0.093], [0.782, -0.502, -1.385], [0.685, 1.198, 0.030], [-0.369, 1.457, -0.072]],
  "forces_ev_per_angstrom": [[-0.037, 0.375, -0.148], [0.167, -0.322, -0.663], [-0.425, 0.149, 0.096], [0.127, -0.123, 0.520], [0.050, 0.031, -0.054], [-0.970, -0.285, 1.332], [0.823, -0.058, -0.569], [-0.098, 0.125, 0.141], [-0.420, 0.085, 0.040], [0.582, 0.375, -0.364], [0.190, -0.404, -0.216], [0.012, 0.053, -0.116]],
  "e_above_lowest_kcal_mol": 30.10,
  "largest_force_ev_per_a": 1.67,
  "energy_ha": -210.88228,
  "spin_multiplicity": 2,
  "e_homo_ev": [-8.73, -8.64],
  "homo_lumo_gap_ev": [9.57, 6.08]
}

---

{
  "formula": "C2H8NO",
  "method": "ωB97M-V with the def2-TZVPD basis set",
  "elements": ["H", "H", "H", "H", "H", "O", "C", "C", "N", "H", "H", "H"],
  "positions_angstrom": [[-1.938, 2.087, -1.301], [-0.631, 0.406, -0.617], [0.548, 0.804, 0.561], [1.786, -2.358, 1.233], [-0.320, -1.980, -0.029], [-1.042, 2.047, -1.686], [0.188, -1.141, 0.424], [1.162, -1.501, 1.469], [-0.042, 0.084, 0.156], [-1.184, 2.242, -2.619], [0.657, -1.757, 2.409], [1.752, -0.638, 1.787]],
  "forces_ev_per_angstrom": [[0.408, 0.273, -0.287], [-0.060, 0.100, -0.048], [-0.135, 0.013, 0.138], [0.005, 0.009, -0.282], [-0.484, 0.372, -0.553], [-0.699, -0.407, 0.515], [0.705, -0.457, 1.209], [0.236, 0.600, 0.905], [0.064, -0.105, -0.866], [0.137, -0.005, -0.067], [-0.434, -0.287, -0.283], [0.258, -0.105, -0.381]],
  "total_charge": 1,
  "e_above_lowest_kcal_mol": 8.11,
  "largest_force_ev_per_a": 1.47,
  "energy_ha": -210.74018,
  "e_homo_ev": -16.13,
  "homo_lumo_gap_ev": 11.28
}

---

{
  "formula": "C2H8NO",
  "method": "ωB97M-V with the def2-TZVPD basis set",
  "elements": ["C", "H", "N", "H", "H", "C", "H", "H", "H", "O", "H", "H"],
  "positions_angstrom": [[-1.576, -0.089, 0.550], [0.754, 1.624, 1.304], [-0.366, 0.146, 0.211], [1.397, -1.882, -1.983], [0.170, -0.705, -0.035], [0.271, 1.463, 0.338], [-0.510, 2.218, 0.289], [1.750, -2.310, -0.475], [-2.024, -0.974, 0.113], [1.233, -1.747, -1.052], [0.997, 1.637, -0.446], [-2.095, 0.618, 1.188]],
  "forces_ev_per_angstrom": [[0.597, 0.279, -0.493], [0.123, -0.485, -0.037], [-0.454, -0.221, 0.990], [0.375, -0.416, -0.132], [0.330, 0.575, -1.338], [-0.078, 0.488, 0.797], [-0.028, -0.058, -0.244], [0.401, -0.402, -0.545], [-0.084, -0.343, 0.821], [-0.743, 0.703, 0.898], [-0.033, -0.306, -0.191], [-0.405, 0.187, -0.527]],
  "total_charge": 1,
  "e_above_lowest_kcal_mol": 23.23,
  "largest_force_ev_per_a": 1.49,
  "energy_ha": -210.71609,
  "e_homo_ev": -16.46,
  "homo_lumo_gap_ev": 11.31
}

---

{
  "formula": "C2H8NO",
  "method": "ωB97M-V with the def2-TZVPD basis set",
  "elements": ["C", "H", "H", "H", "H", "H", "O", "H", "H", "N", "H", "C"],
  "positions_angstrom": [[0.580, -0.879, -0.363], [0.645, 0.789, 0.987], [-1.592, 0.191, 0.493], [-0.266, -1.194, -0.970], [1.311, -1.714, 1.300], [-1.498, 0.818, -0.997], [0.479, -1.643, 0.807], [0.919, 1.343, -0.627], [-1.361, 1.792, 0.370], [-1.107, 0.909, -0.063], [1.514, -1.023, -0.901], [0.375, 0.612, -0.037]],
  "forces_ev_per_angstrom": [[0.059, 0.567, 0.393], [0.331, -0.013, 0.492], [0.193, -0.008, 0.028], [0.156, -0.239, -0.457], [-0.187, 0.111, -0.372], [-0.051, 0.379, -0.240], [-0.072, -0.202, 0.370], [-0.235, -0.078, -0.471], [0.037, 0.391, -0.253], [-0.189, -0.762, 0.337], [0.010, -0.059, -0.097], [-0.051, -0.086, 0.269]],
  "total_charge": 1,
  "e_above_lowest_kcal_mol": 16.47,
  "largest_force_ev_per_a": 0.85,
  "energy_ha": -210.72686,
  "e_homo_ev": -15.33,
  "homo_lumo_gap_ev": 11.50,
  "smiles": "[NH3+]CCO"
}

---

{
  "formula": "C2H8NO",
  "method": "ωB97M-V with the def2-TZVPD basis set",
  "elements": ["H", "H", "N", "H", "H", "H", "H", "C", "C", "H", "O", "H"],
  "positions_angstrom": [[1.145, -0.976, 2.474], [0.735, -2.330, 1.864], [-0.037, 0.524, -0.199], [0.518, 0.071, 0.537], [-0.869, 0.216, -2.095], [-0.053, 2.286, 0.750], [-1.012, -1.183, -0.926], [-0.362, 1.742, -0.125], [-0.394, -0.385, -1.332], [0.538, -0.766, -1.717], [0.734, -1.384, 1.692], [-0.943, 2.184, -0.923]],
  "forces_ev_per_angstrom": [[-0.171, -0.404, -0.245], [0.008, -0.059, -0.055], [-0.070, -0.605, -0.825], [-0.242, -0.163, 0.071], [-0.343, -0.098, -0.100], [0.002, 0.357, 0.080], [-0.042, 0.048, -0.197], [0.035, -0.232, 0.103], [0.388, 0.736, 0.831], [0.201, -0.314, -0.102], [0.272, 0.593, 0.397], [-0.037, 0.142, 0.041]],
  "total_charge": 1,
  "e_above_lowest_kcal_mol": 15.32,
  "largest_force_ev_per_a": 1.18,
  "energy_ha": -210.72869,
  "e_homo_ev": -16.37,
  "homo_lumo_gap_ev": 11.61
}

---

{
  "formula": "C2H8NO2",
  "method": "ωB97M-V with the def2-TZVPD basis set",
  "elements": ["C", "H", "H", "H", "H", "H", "H", "O", "H", "C", "H", "N", "O"],
  "positions_angstrom": [[0.177, 0.293, -1.181], [1.064, 0.652, -1.666], [-0.931, -0.455, 2.439], [1.306, -0.227, 0.507], [-0.954, 1.165, 0.274], [1.596, -1.342, -0.755], [-0.508, -0.247, -1.869], [-1.486, 0.082, 1.807], [0.245, 2.089, -0.109], [0.794, -0.772, -0.214], [-0.787, -1.061, 0.927], [-0.428, 1.454, -0.569], [-0.089, -1.631, 0.409]],
  "forces_ev_per_angstrom": [[0.752, -1.043, 0.889], [0.377, 0.173, -1.128], [-0.941, 1.160, -0.508], [1.255, 1.392, 1.610], [-0.235, -0.369, -0.294], [-0.754, 0.054, 0.097], [0.273, 0.576, 0.203], [0.983, -1.290, 0.744], [0.060, -0.692, -0.798], [-0.646, -0.334, -1.568], [0.344, 0.271, -0.380], [-0.690, 0.762, 1.165], [-0.777, -0.659, -0.033]],
  "total_charge": -1,
  "e_above_lowest_kcal_mol": 12.25,
  "largest_force_ev_per_a": 2.47,
  "energy_ha": -286.22774,
  "e_homo_ev": -3.56,
  "homo_lumo_gap_ev": 7.94
}

---

{
  "formula": "C2H8NO2",
  "method": "ωB97M-V with the def2-TZVPD basis set",
  "elements": ["O", "C", "H", "C", "H", "H", "N", "H", "H", "O", "H", "H", "H"],
  "positions_angstrom": [[-0.587, -0.438, 0.561], [2.696, 0.239, -0.277], [0.812, 0.028, 0.500], [-1.455, 0.351, -0.119], [-1.859, 1.172, 0.497], [-2.829, -1.062, 0.131], [-2.659, -0.374, -0.593], [3.675, 0.589, 0.066], [-2.495, -0.831, -1.478], [1.803, 0.253, 0.783], [2.357, 0.831, -1.150], [-0.999, 0.770, -1.044], [2.822, -0.755, -0.752]],
  "forces_ev_per_angstrom": [[0.037, 0.257, -0.328], [-0.578, -0.316, -0.556], [0.069, -0.324, 0.642], [0.394, -0.619, -0.144], [0.104, 0.277, 0.013], [-0.025, -0.263, -0.231], [-0.593, 0.492, 0.073], [0.042, 0.059, -0.163], [0.247, -0.335, 0.173], [0.099, 0.194, -0.238], [0.176, 0.409, 0.283], [-0.147, 0.340, 0.080], [0.175, -0.171, 0.396]],
  "total_charge": -1,
  "e_above_lowest_kcal_mol": 12.63,
  "largest_force_ev_per_a": 0.86,
  "energy_ha": -286.22714,
  "e_homo_ev": -3.32,
  "homo_lumo_gap_ev": 7.66
}